(1)
The following is a DFT calculation (ωB97M-V/def2-TZVPD) of a molecular structure, C16H14BF5HgN6.

Output
**Strongest force on any atom**: 3.14 eV/A
**Molar mass**: 596.722 g mol⁻¹
**HOMO**: -8.87 eV
**ΔE to the lowest compared entry with this formula, charge and spin**: 0.0 kcal/mol
**Gap between HOMO and LUMO**: 9.3512 eV
**DFT total energy**: -1624.23477 a.u.

Each line ends with the Mulliken charge.
Geometry (Å):
H 0.08290 3.14051 1.19342  0.422
N 0.40545 1.83670 -0.46322  0.155
B 1.02968 0.86641 -2.73964  0.068
N 0.91263 2.05563 -1.72595  -0.108
C 1.19191 3.36902 -1.89498  -0.152
Hg -0.52259 -0.46079 0.30253  1.054
H 1.57672 3.72233 -2.84316  0.439
C 0.88841 4.02179 -0.70520  -1.124
H 1.00478 5.06835 -0.50116  0.380
C 0.40318 3.01963 0.16611  -0.219
H 1.47325 1.24279 -3.78546  -0.121
C -1.93667 -2.70040 1.24596  -0.899
H -2.17401 -2.60224 2.31047  0.280
H -0.97261 -3.21459 1.15489  0.282
H -2.70949 -3.29752 0.74566  0.316
N -0.40810 0.28541 -2.86761  -0.039
N 1.92648 -0.23853 -2.10250  0.013
N -1.07599 -0.23201 -1.76965  -0.177
N 1.57483 -0.83258 -0.91077  -0.108
C -1.18794 0.16858 -3.96303  0.010
C 3.06729 -0.79555 -2.57548  -0.103
H -0.82472 0.49643 -4.92765  0.451
H 3.47368 -0.46509 -3.52066  0.442
C -2.38466 -0.42452 -3.58126  -1.161
C 3.47996 -1.76178 -1.66187  -1.086
C -2.28419 -0.66048 -2.20504  -0.032
C 2.52084 -1.74157 -0.62592  -0.258
H -3.21922 -0.67524 -4.20879  0.377
H 4.34967 -2.38633 -1.74172  0.381
H -2.97003 -1.11638 -1.50012  0.400
H 2.50212 -2.33464 0.27679  0.474
H -1.98341 -1.64842 0.77498  0.041
F 1.20862 -1.84099 2.69076  -0.298
C 0.30312 -0.96408 3.21266  0.127
C -0.46454 -0.15459 2.40333  -0.845
C -1.31362 0.73435 3.02685  0.722
F -2.05729 1.59955 2.28295  -0.333
C -1.49882 0.73091 4.41111  0.331
F -2.39901 1.56482 4.95600  -0.300
C -0.80792 -0.17606 5.20779  0.552
F -1.05494 -0.24322 6.52923  -0.292
C 0.11741 -1.01612 4.59606  0.244
F 0.75684 -1.93948 5.33330  -0.305

=====

(2)
The following is a DFT calculation (ωB97M-V/def2-TZVPD) of 2 unconnected molecules or ions with the total composition C21H21F2.

Output
**Strongest force on any atom**: 1.52 eV/A
**Molar mass**: 311.395 g mol⁻¹
**HOMO**: -10.77 eV
**ΔE to the lowest compared entry with this formula, charge and spin**: 18.8 kcal/mol
**Gap between HOMO and LUMO**: 4.7797 eV
**DFT total energy**: -1012.21781 a.u.
**Net charge**: +1

Each line ends with the Mulliken charge.
Geometry (Å):
C 3.06770 4.85254 -1.51641  -1.159
C 2.30288 3.71197 -2.08395  -0.183
C 1.16717 3.21235 -1.54773  -0.243
C 0.44915 2.13616 -2.15837  -0.147
C -0.63247 1.55557 -1.58457  -0.231
C -1.55725 0.63261 -2.28835  -1.158
H 3.95818 5.01663 -2.13138  0.337
H 2.49378 5.79069 -1.49804  0.333
H 3.39570 4.63972 -0.49047  0.251
H 2.67799 3.30314 -3.02121  0.361
H 0.76022 3.61675 -0.61089  0.315
H 0.81219 1.78111 -3.13364  0.338
H -0.87974 1.79478 -0.55110  0.410
H -2.48718 0.54317 -1.71720  0.306
H -1.79601 0.97580 -3.30492  0.397
H -1.12705 -0.37396 -2.36345  0.149
F 2.50342 1.21855 3.77809  -0.311
C 2.57697 0.90753 2.43988  0.256
C 3.67531 1.36187 1.71424  -0.608
C 3.72468 1.05115 0.34539  -0.457
C 2.71628 0.31000 -0.25495  -0.559
C 1.59305 -0.13993 0.49178  1.023
C 0.54516 -0.89897 -0.12178  -0.404
C -0.42217 -1.60369 0.59076  -0.400
C -1.36697 -2.43420 -0.00673  -0.313
C -2.44748 -3.05794 0.69287  1.012
C -2.69024 -2.78678 2.07082  -0.723
C -3.76941 -3.38795 2.70181  0.322
F -3.98379 -3.11769 4.03399  -0.290
C -4.65133 -4.25071 2.05553  -0.539
C -4.40214 -4.53782 0.70151  -0.468
C -3.32740 -3.96366 0.03245  -0.633
C 1.53832 0.18435 1.87523  -0.720
H 4.44791 1.95077 2.20179  0.476
H 4.56769 1.39445 -0.25675  0.440
H 2.75084 0.08439 -1.32472  0.372
H 0.56215 -0.99215 -1.21050  0.578
H -0.40491 -1.54848 1.68028  0.218
H -1.26762 -2.64654 -1.07650  0.417
H -2.05611 -2.09913 2.62498  0.489
H -5.48586 -4.68959 2.59640  0.456
H -5.07291 -5.21254 0.16767  0.394
H -3.13940 -4.18142 -1.02219  0.381
H 0.68067 -0.10289 2.48033  0.514

=====

(3)
The following is a DFT calculation (ωB97M-V/def2-TZVPD) of a single C3H5FO2S molecule.

Output
**Strongest force on any atom**: 4.37 eV/A
**Molar mass**: 124.136 g mol⁻¹
**HOMO (alpha / beta)**: -8.63 / -8.12 eV
**ΔE to the lowest compared entry with this formula, charge and spin**: 93.0 kcal/mol
**Gap between HOMO and LUMO (alpha / beta)**: 9.0858 / 7.2370 eV
**DFT total energy**: -765.68821 a.u.

Each line ends with the Mulliken charge.
Geometry (Å):
C 0.52991 -0.22856 -0.37301  -0.364
C -0.66953 -0.40463 0.61897  -0.363
C 0.80526 1.20755 -0.64776  -0.397
O -4.31579 0.22279 -0.50758  -0.398
O -1.91008 -0.39097 -0.02965  -0.315
F 1.19730 1.96284 0.36770  -0.244
S -3.18782 0.70112 0.29294  0.471
H 1.38613 -0.51403 0.06078  0.363
H 0.45769 -0.68983 -1.37986  0.286
H -0.72217 -1.36929 0.96742  0.243
H -0.84993 0.46522 1.31383  0.343
H 0.40245 1.90783 -1.41518  0.374

=====

(4)
The following is a DFT calculation (ωB97M-V/def2-TZVPD) of a single C2H4N2O2S molecule.

Output
**Strongest force on any atom**: 1.98 eV/A
**Molar mass**: 120.133 g mol⁻¹
**HOMO**: -8.97 eV
**SMILES string**: O/N=C(\C=S)NO
**ΔE to the lowest compared entry with this formula, charge and spin**: 100.6 kcal/mol
**Gap between HOMO and LUMO**: 7.9469 eV
**DFT total energy**: -736.64466 a.u.

Each line ends with the Mulliken charge.
Geometry (Å):
O 1.80553 -1.39563 0.15507  -0.326
N 1.42224 -0.13506 -0.14438  -0.429
C 0.14828 0.03225 -0.13940  0.536
C -0.80637 -1.04391 0.12091  -0.197
S -2.36609 -1.20609 -0.10643  -0.251
N -0.26591 1.28308 -0.55344  -0.244
O -1.02122 1.89866 0.51371  -0.407
H 2.77472 -1.35545 0.13671  0.369
H -0.30134 -1.91942 0.55552  0.311
H 0.51454 1.89275 -0.69671  0.308
H -1.90438 1.94882 0.15845  0.331